127
Properties=species:S:1:pos:R:3:lowdin_charge:R:1 method="wB97M-V/def2-TZVPD" spin_multiplicity=1 e_tot_ev=-195377.419 charge=-2
Tl 0.12693 0.36718 1.65518 0.602
N -0.73861 -2.96018 7.54613 0.079
C -1.38538 -1.99517 6.74564 -0.359
C -0.65396 -0.96546 6.15834 -0.064
C -1.27482 -0.06747 5.30290 -0.063
C -2.63605 -0.18524 5.04084 -0.275
C -3.37113 -1.21076 5.61897 -0.078
C -2.74885 -2.11234 6.47004 -0.061
S -3.34903 0.92979 3.84247 0.543
O -2.66127 2.17816 4.05170 -0.333
O -4.78257 0.93974 4.04996 -0.348
N -2.91357 0.41521 2.38092 -0.134
C -3.39918 -0.75969 1.91302 -0.479
N -3.10666 -1.06646 0.62001 0.088
C -3.49617 -2.23279 0.14773 -0.172
C -4.21562 -3.16007 0.88707 -0.100
C -4.49567 -2.77000 2.18823 -0.173
N -4.11374 -1.61813 2.70326 0.115
H 0.14122 -2.65132 7.92530 0.078
H -1.33119 -3.39208 8.23413 0.070
H 0.40852 -0.87096 6.36491 0.082
H -0.71661 0.74406 4.84448 0.101
H -4.42404 -1.28638 5.38020 0.101
H -3.31497 -2.92441 6.91954 0.099
H -3.21589 -2.44180 -0.88622 0.096
H -4.53792 -4.10798 0.47726 0.073
H -5.04627 -3.42680 2.86146 0.095
Br 2.16195 -0.29889 4.00635 0.680
C 2.41241 1.57449 4.43639 -0.578
C 2.83639 1.83198 5.70780 -0.220
C 3.30000 3.11761 6.05007 -0.177
C 3.47564 4.02163 4.99863 -0.117
C 3.09664 3.74194 3.69857 -0.213
C 3.48408 4.58934 2.60211 -0.094
C 3.04746 4.38566 1.35651 -0.094
C 1.94275 3.38043 1.04130 -0.372
C 1.65686 2.34605 2.15327 -0.231
C 2.32306 2.53245 3.33612 -0.317
H 2.85512 1.03158 6.44057 0.072
H 3.59633 3.35158 7.06502 0.054
H 3.95480 4.97961 5.19471 0.089
H 4.19855 5.38741 2.79794 0.093
H 3.40909 4.99099 0.52836 0.085
H 2.21417 2.82216 0.12875 0.098
S 1.14436 -3.22655 0.42354 0.607
C 0.59544 -3.73406 1.90640 -0.900
N 0.42973 -5.04219 2.30151 -0.002
C -0.31624 -5.11753 3.56119 -0.145
C -0.22176 -3.67629 4.09464 -0.130
N 0.24467 -2.95113 2.92421 0.020
H 0.26129 -5.70822 1.57007 0.106
H 0.13976 -5.83720 4.23825 0.102
H -1.35676 -5.40675 3.39561 0.109
H 0.48850 -3.58910 4.91841 0.111
H -1.18342 -3.29860 4.43443 0.107
H 0.33458 -1.94062 2.88552 -0.047
C -0.09647 6.95508 -2.11254 -0.198
Si -0.87783 6.48334 -0.46488 0.408
C -0.73465 7.96491 0.68148 -0.198
C -2.68767 6.12862 -0.77631 -0.193
C 0.04844 5.10646 0.24434 -0.076
C 0.80808 4.25015 0.65386 -0.053
H -0.51299 7.88635 -2.51248 0.018
H -0.25388 6.16512 -2.85471 0.020
H 0.98388 7.08887 -1.99987 0.025
H -1.10759 8.88702 0.22269 0.018
H 0.31177 8.12100 0.96030 0.027
H -1.29491 7.78532 1.60438 0.029
H -3.22852 7.02051 -1.10991 0.023
H -3.16580 5.75782 0.13563 0.034
H -2.79581 5.35636 -1.54058 0.012
C 2.79061 0.83203 -4.28827 -0.027
C 2.12027 -0.31196 -5.08444 -0.492
C 2.47662 -0.11162 -6.56899 -0.056
C 0.59863 -0.18162 -4.94193 -0.039
C 2.62189 -1.72111 -4.60099 -0.432
O 4.04723 -1.74977 -4.52092 -0.004
C 2.17623 -2.82734 -5.58507 -0.111
C 2.14474 -4.26794 -5.02293 -0.132
C 0.79202 -4.66372 -4.47165 -0.237
C -0.30068 -4.74487 -5.32454 -0.049
C -1.55790 -5.07527 -4.84591 -0.109
C -1.72387 -5.33716 -3.49448 -0.672
Cl -3.30521 -5.74113 -2.88599 0.641
C -0.65788 -5.28208 -2.62585 -0.096
C 0.59370 -4.94594 -3.12333 -0.044
C 2.12440 -2.10047 -3.20174 -0.068
N 2.32647 -1.16400 -2.12406 -0.117
C 1.36699 -0.55957 -1.40612 -0.279
N 1.90127 0.13437 -0.43809 0.026
C 3.23361 -0.07815 -0.59749 -0.183
N 3.54461 -0.86465 -1.61110 0.127
H 2.85955 1.72668 -4.91288 0.083
H 3.79315 0.56108 -3.96192 0.079
H 2.21525 1.10217 -3.40195 0.072
H 2.16243 0.88698 -6.87701 0.084
H 1.97146 -0.83074 -7.21743 0.076
H 3.55549 -0.18170 -6.74945 0.084
H 0.28500 0.79692 -5.31397 0.095
H 0.28481 -0.24993 -3.89888 0.053
H 0.05674 -0.94358 -5.51144 0.083
H 4.40723 -1.35193 -5.31975 0.083
H 2.87229 -2.80316 -6.42370 0.116
H 1.18441 -2.59487 -5.97689 0.098
H 2.91653 -4.39610 -4.26411 0.113
H 2.39026 -4.94683 -5.84163 0.114
H -0.16941 -4.54737 -6.38347 0.115
H -2.40680 -5.12672 -5.51470 0.099
H -0.80242 -5.47902 -1.57151 0.099
H 1.42715 -4.89004 -2.42970 0.100
H 2.64981 -3.00967 -2.91547 0.120
H 1.05711 -2.30710 -3.24288 0.136
H 0.30158 -0.67012 -1.57111 0.082
H 3.97537 0.35418 0.05919 0.119
C -3.02881 2.13501 -0.46164 -0.294
P -1.74476 1.01311 -1.14088 0.784
C -2.74223 0.33175 -2.55513 -0.305
C -0.84322 2.29828 -2.14480 -0.289
H -3.51367 2.68712 -1.26880 0.028
H -2.55542 2.82531 0.23897 0.039
H -3.76442 1.55342 0.09125 0.018
H -3.07561 1.13827 -3.21431 0.025
H -3.61193 -0.19261 -2.15261 0.019
H -2.15146 -0.38192 -3.14025 0.012
H -1.52543 2.92857 -2.72986 0.030
H -0.13556 1.81552 -2.82856 0.001
H -0.27722 2.92769 -1.45991 0.007


13
Properties=species:S:1:pos:R:3:lowdin_charge:R:1 method="wB97M-V/def2-TZVPD" spin_multiplicity=1 e_tot_ev=-6220.009
H 2.42428 -1.69040 -0.33888 0.041
N 2.70363 -0.73124 -0.10086 0.059
C 1.66840 0.01450 0.08114 -0.241
C 0.22539 -0.54620 0.00380 -0.206
C -0.68209 0.65370 0.04241 -0.294
N -2.09130 0.10624 -0.03441 -0.023
H 1.83251 1.07116 0.34702 0.103
H 0.12799 -1.10706 -0.93053 0.113
H 0.08231 -1.20972 0.86187 0.115
H -0.57287 1.21562 0.97513 0.109
H -0.51304 1.32560 -0.80457 0.111
H -2.64000 0.43240 0.76188 0.056
H -2.56522 0.46542 -0.86400 0.057


48
Properties=species:S:1:pos:R:3:lowdin_charge:R:1 method="wB97M-V/def2-TZVPD" spin_multiplicity=1 e_tot_ev=-67552.629 charge=+1
Mg -0.41303 -0.03592 0.22610 0.671
P -2.83978 0.41018 -0.58750 0.866
C -2.58277 1.14466 -2.26361 -0.278
C -1.07953 1.15489 -2.68608 -0.266
N -0.04338 0.82228 -1.85758 0.065
C 1.22987 1.10763 -2.23059 -0.283
C 1.51359 1.80215 -3.40336 -0.014
C 0.48603 2.16569 -4.25683 -0.017
C -0.82121 1.81389 -3.90314 -0.019
C 2.39800 0.84324 -1.27511 -0.275
P 2.80646 -0.86707 -0.74666 0.871
H -1.67608 2.06715 -4.55336 0.130
H 2.54611 2.05750 -3.58734 0.119
H 0.69806 2.73871 -5.17059 0.130
H 3.33061 1.20663 -1.73818 0.095
H 2.21943 1.44498 -0.36486 0.085
H -3.25260 0.72098 -3.03062 0.102
H -2.93266 2.19657 -2.21986 0.096
H -1.78077 -3.63075 -3.10625 0.018
O -1.02677 -3.70721 -3.69151 -0.049
H -1.13172 -2.88960 -4.19222 0.030
H 1.48338 -1.96757 0.05691 -0.066
O 0.75823 -1.91231 0.76736 -0.166
H 0.27262 -2.74722 0.65249 0.074
C 3.61712 -1.75882 -2.08709 -0.257
H 4.55811 -1.26586 -2.36878 0.050
H 3.82278 -2.78715 -1.73893 0.059
H 2.93405 -1.79905 -2.95344 0.053
C 3.91668 -0.68638 0.67904 -0.232
H 3.93688 -1.65752 1.20637 0.062
H 4.93579 -0.41988 0.35465 0.056
H 3.54774 0.07946 1.38312 0.048
C -3.63868 1.86265 0.16903 -0.242
H -4.68591 1.96171 -0.12824 0.062
H -3.55539 1.74456 1.25249 0.047
H -3.08598 2.75987 -0.12266 0.057
C -4.19632 -0.81683 -0.76621 -0.251
H -4.29883 -1.29252 0.22298 0.054
H -5.15454 -0.37635 -1.07669 0.059
H -3.89517 -1.59549 -1.48164 0.041
F 0.57500 0.51226 4.91740 0.154
C 1.07893 0.68531 3.68873 -0.599
F 2.11933 1.55459 3.78692 0.124
F 1.56010 -0.49499 3.23019 0.115
S -0.21073 1.37552 2.52478 0.587
O -1.10025 0.19314 2.22189 -0.387
O -0.77909 2.49579 3.18028 -0.214
O 0.55580 1.59761 1.25343 -0.367


Going through the records in order, we get ΔE to the lowest compared entry with this formula, charge and spin values of 33.1; 42.4; 0.0 kcal/mol.
Going through the records in order, we get LUMO energy values of 3.26; 0.98; -3.02 eV.